1.
Below is a molecular structure, C16H38B3IN2O9 in a non-equilibrium geometry, with properties calculated with the ωB97M-V functional and the def2-TZVPD basis.

Structure (XYZ):
```
69
Properties=species:S:1:pos:R:3:forces:R:3
I 1.379 0.593 1.275 -0.102 0.046 -0.321
O 0.501 -6.509 4.869 -0.074 0.015 -0.141
O 0.951 0.276 -1.754 0.365 0.116 -0.152
O 1.197 2.033 -3.363 0.874 -0.570 0.280
O -5.997 2.159 -3.856 -0.003 0.160 -0.024
O 0.297 -1.919 4.978 -0.024 -0.083 0.021
O -3.563 3.264 -0.102 -0.076 -0.027 -0.052
O 6.597 0.506 -2.075 -0.232 0.367 -0.113
O 4.375 0.668 -1.743 1.051 0.399 -0.183
O 1.751 2.443 -1.103 0.462 -0.411 -0.247
N 1.802 -4.231 3.438 0.004 0.008 0.162
N -3.257 3.186 -3.249 -0.045 -0.103 0.085
C -6.547 3.421 -4.174 -0.028 -0.085 0.069
C -3.598 1.836 -3.678 -0.030 0.161 0.110
C -4.892 2.905 -0.429 0.019 0.118 0.131
C -0.383 -3.021 5.548 -0.103 0.141 -0.050
C -2.247 3.255 -2.196 -0.053 0.125 -0.127
C -0.453 -6.774 3.860 -0.005 0.021 0.109
C 1.848 -6.482 4.417 0.162 -0.060 0.180
C 2.418 -5.080 4.448 -0.158 0.109 -0.078
C 5.721 2.684 -1.746 -0.393 -0.180 0.216
C 5.465 1.207 -1.858 -0.698 -0.586 0.241
C -2.553 2.613 -0.846 0.239 -0.027 0.056
C -4.816 1.829 -4.576 0.032 -0.246 -0.027
C 3.485 3.100 -2.928 -0.373 0.578 0.534
C 2.116 -2.808 3.554 -0.115 -0.130 -0.159
C 1.694 -2.074 4.823 0.169 0.192 -0.009
C 4.428 3.490 -1.781 0.443 0.158 -0.353
B 1.357 1.172 -0.803 -0.320 -0.019 0.999
B 0.989 0.700 -3.071 -0.546 0.052 -0.494
B 2.111 2.556 -2.442 -0.484 0.429 -0.396
H -0.726 -3.724 4.784 0.055 -0.097 0.054
H -1.264 -2.634 6.059 0.017 0.031 0.005
H 6.347 -0.415 -2.211 -0.085 -0.265 0.118
H 3.493 -5.133 4.256 0.020 0.023 0.014
H 1.635 -2.307 2.712 0.044 0.035 -0.011
H -7.530 3.474 -3.708 0.000 -0.026 0.019
H 2.132 -2.514 5.728 -0.057 -0.106 -0.009
H -5.304 3.547 -1.213 -0.030 -0.094 -0.072
H 0.238 -3.549 6.277 0.033 -0.050 -0.027
H -3.811 1.168 -2.833 0.019 -0.095 -0.054
H 3.960 3.413 -0.806 -0.306 -0.123 0.060
H -4.966 1.859 -0.740 0.004 -0.007 -0.064
H 2.092 -1.059 4.751 -0.007 0.008 0.005
H -1.319 2.822 -2.584 0.000 -0.040 0.013
H -2.768 1.540 -0.929 -0.103 0.017 -0.069
H -0.574 -5.929 3.173 0.026 -0.049 -0.071
H 0.798 -4.343 3.482 -0.040 -0.011 -0.016
H 1.935 -6.917 3.418 -0.046 0.061 -0.057
H 4.699 4.534 -1.901 0.105 0.173 0.110
H -4.094 3.650 -2.925 -0.040 0.014 0.002
H 0.877 -0.063 -3.972 -0.244 -0.134 0.136
H -4.951 0.816 -4.965 -0.010 0.013 -0.025
H 3.307 3.953 -3.582 -0.033 0.118 -0.162
H 3.195 -2.682 3.422 0.022 0.002 0.048
H 2.276 -4.692 5.466 0.085 -0.055 0.048
H -1.645 2.698 -0.243 0.007 -0.003 0.047
H -2.751 1.417 -4.232 0.025 -0.013 0.016
H 2.428 -7.104 5.105 -0.005 -0.023 -0.019
H -5.499 3.045 0.465 0.029 -0.006 0.020
H -1.407 -6.953 4.354 0.007 0.009 0.031
H -6.667 3.542 -5.254 0.016 0.037 -0.016
H 3.902 2.330 -3.569 0.084 -0.128 -0.177
H -5.938 4.246 -3.788 0.015 0.034 -0.082
H 6.438 2.990 -2.500 0.101 -0.030 -0.191
H -0.185 -7.664 3.285 -0.001 0.005 -0.042
H -4.678 2.500 -5.429 0.018 0.084 0.039
H 6.196 2.826 -0.777 0.270 0.027 0.091
H -2.046 4.314 -2.015 0.050 0.000 0.019
```
Positions in Å, forces in eV/Å.

Results
* multiplicity: 1
* F_max: 1.1 eV Å⁻¹
* net charge: 0
* gap between HOMO and LUMO: 9.0 eV

How is the electron density shared among the atoms? According to Löwdin, the charges in e are: 0.937, -0.193, 0.188, 0.250, -0.192, -0.180, -0.172, 0.117, 0.114, 0.209, -0.049, -0.045, -0.116, -0.214, -0.099, -0.099, -0.184, -0.116, -0.219, -0.219, -0.092, -0.485, -0.219, -0.217, -0.043, -0.208, -0.230, -0.171, -1.121, -0.342, -0.545, 0.073, 0.088, 0.126, 0.123, 0.074, 0.088, 0.111, 0.072, 0.088, 0.107, 0.115, 0.089, 0.117, 0.109, 0.117, 0.078, 0.069, 0.121, 0.114, 0.068, 0.121, 0.121, 0.121, 0.119, 0.105, 0.119, 0.124, 0.121, 0.088, 0.088, 0.087, 0.122, 0.078, 0.128, 0.087, 0.121, 0.134, 0.124


2.
Below is a molecular structure, C16H38MoN4OS4, with properties calculated with the ωB97M-V functional and the def2-TZVPD basis.

Structure (XYZ):
```
64
Properties=species:S:1:pos:R:3:forces:R:3
Mo -0.112 0.119 -0.703 0.064 -0.034 0.122
S -2.493 0.886 -0.990 -0.002 0.002 -0.119
S -0.294 2.172 0.842 0.010 0.015 0.010
S 0.126 2.171 -2.307 0.010 0.028 -0.076
S -0.606 -0.342 2.642 -0.049 -0.055 -0.029
O 0.180 -0.626 1.292 0.070 0.123 -0.027
N 2.031 0.806 -0.368 -0.014 -0.036 0.034
N -1.446 -1.715 -0.563 0.018 0.024 0.022
N 1.271 -1.786 -0.916 -0.015 0.061 -0.019
N -0.160 -0.574 -2.846 -0.055 -0.052 0.015
C 0.541 3.580 0.064 0.025 0.027 -0.051
C 0.608 -2.995 -0.337 0.047 0.037 -0.003
C 1.081 -1.278 4.505 0.007 0.022 -0.029
C -2.018 2.767 0.974 -0.045 0.020 -0.016
C 1.213 -0.970 -3.271 -0.031 0.044 -0.036
C -0.215 -2.058 4.687 -0.025 -0.007 -0.002
C -2.660 2.262 -2.185 0.022 0.030 -0.005
C 1.626 -2.089 -2.357 0.034 -0.044 0.036
C -1.487 2.344 -3.141 -0.011 -0.030 0.004
C -0.951 -1.994 3.346 0.002 -0.007 -0.029
C -2.994 1.690 0.555 0.001 -0.008 0.028
C 2.533 -1.546 -0.146 -0.026 -0.059 -0.032
C 0.164 3.759 -1.394 -0.038 0.000 0.030
C -0.814 -3.050 -0.820 -0.046 0.000 -0.016
C 3.106 -0.230 -0.572 -0.033 0.070 -0.022
C 0.664 0.048 3.877 0.024 0.006 0.025
H 0.152 0.695 4.596 -0.002 0.000 -0.001
H -0.828 -1.616 5.474 0.008 0.000 0.008
H -2.179 3.048 2.016 0.018 -0.005 0.003
H 0.650 -2.909 0.745 -0.019 -0.015 -0.004
H -4.001 2.089 0.410 0.010 0.020 0.011
H 1.589 -1.097 5.452 0.001 0.001 0.002
H 1.610 3.430 0.210 -0.006 -0.016 -0.001
H -3.068 0.892 1.294 0.012 -0.015 -0.015
H -2.031 -2.125 3.410 -0.002 0.004 0.008
H -1.466 3.304 -3.662 -0.003 0.014 0.026
H 3.988 0.032 0.013 -0.004 -0.003 -0.002
H -1.378 -3.838 -0.319 0.006 0.008 0.003
H 1.223 -1.298 -4.312 -0.008 -0.003 0.007
H 2.098 1.101 0.606 0.002 -0.031 0.007
H 0.289 4.473 0.642 -0.023 -0.016 0.017
H -0.884 -3.259 -1.888 0.024 -0.023 0.006
H 1.114 -3.004 -2.651 -0.012 0.011 -0.019
H 1.847 -0.087 -3.193 0.012 -0.014 -0.002
H 2.692 -2.299 -2.444 -0.002 0.016 0.017
H 1.441 0.628 3.381 0.009 -0.001 0.009
H -0.533 -2.694 2.620 -0.002 -0.014 0.013
H -2.785 3.181 -1.615 0.005 -0.006 0.001
H 2.281 -1.532 0.911 0.018 0.012 0.004
H -0.765 -1.390 -2.936 0.010 0.000 -0.053
H 0.878 4.404 -1.908 0.017 -0.009 0.013
H 1.776 -1.812 3.854 0.002 -0.010 0.010
H -2.298 -1.654 -1.120 -0.022 0.009 0.039
H -0.529 0.067 -3.542 -0.014 -0.011 0.021
H 3.231 -2.367 -0.321 0.004 0.013 -0.001
H -2.108 3.671 0.374 0.006 -0.007 -0.006
H -0.045 -3.100 4.956 0.005 0.003 0.007
H -1.545 1.595 -3.931 0.016 0.002 0.007
H 2.305 1.615 -0.922 0.024 0.019 0.045
H 3.398 -0.214 -1.620 -0.006 -0.031 -0.001
H -1.760 -1.697 0.404 -0.033 -0.047 -0.012
H -0.819 4.216 -1.500 0.003 -0.012 0.004
H -3.588 2.095 -2.735 0.005 -0.021 0.003
H 1.158 -3.894 -0.623 -0.001 0.001 0.009
```
Positions in Å, forces in eV/Å.

Results
* energy relative to the best compared isomer or geometry (same formula, charge and spin): 0.00 kcal per mole
* multiplicity: 1
* F_max: 0.1 eV Å⁻¹
* net charge: +4
* gap between HOMO and LUMO: 8.3 eV

How is the electron density shared among the atoms? According to Löwdin, the charges in e are: 1.184, 0.925, 0.898, 0.932, 1.029, -0.756, -0.072, -0.096, -0.209, -0.088, -0.420, -0.149, -0.189, -0.393, -0.161, -0.182, -0.388, -0.117, -0.417, -0.262, -0.424, -0.151, -0.390, -0.142, -0.132, -0.276, 0.123, 0.139, 0.121, 0.105, 0.127, 0.146, 0.092, 0.080, 0.111, 0.128, 0.156, 0.156, 0.157, 0.084, 0.128, 0.125, 0.137, 0.104, 0.153, 0.100, 0.092, 0.090, 0.116, 0.110, 0.121, 0.125, 0.084, 0.068, 0.161, 0.094, 0.146, 0.092, 0.084, 0.128, 0.087, 0.093, 0.122, 0.163


3.
Below is 3 unconnected molecules or ions with the total composition C16H39F4N2O3PS in a non-equilibrium geometry, with properties calculated with the ωB97M-V functional and the def2-TZVPD basis.

Structure (XYZ):
```
66
Properties=species:S:1:pos:R:3:forces:R:3
S 2.922 -1.403 0.084 3.426 -2.089 5.558
P 3.285 0.204 -1.322 1.013 2.788 -2.885
F 1.902 -3.757 -0.705 -1.321 2.848 0.890
F 0.660 -2.581 0.812 1.271 0.139 -3.060
F 3.589 1.456 -2.501 -0.427 -1.262 0.997
F 0.707 -2.004 -1.451 1.175 -0.659 2.476
O 5.995 0.472 -0.939 -1.338 -0.280 1.636
O 2.728 -0.854 1.484 -0.646 -0.649 -3.648
O 4.112 -2.343 0.084 -2.867 1.988 -1.139
N -0.552 3.383 -1.866 0.043 0.012 0.375
N -3.435 -2.757 3.839 0.190 0.009 0.260
C -5.800 -2.773 3.025 -0.026 -0.154 -0.030
C 1.431 -2.477 -0.349 -1.034 -2.326 -0.177
C -4.489 -2.011 3.163 -0.069 -0.141 -0.035
C 4.765 0.891 -0.335 0.805 1.388 0.624
C -0.316 4.710 -2.426 0.306 -0.032 -0.189
C -3.118 -4.068 3.282 -0.309 -0.144 0.013
C -0.631 2.287 -2.824 0.083 0.096 -0.179
C -2.280 -1.933 4.185 -0.107 0.198 0.203
C 7.121 -1.703 -1.089 -0.113 1.640 -0.057
C 0.576 2.180 -3.747 0.073 0.093 0.015
C -1.584 3.318 -0.834 0.065 -0.217 0.153
C -2.665 -4.129 1.823 0.199 -0.148 -0.160
C -1.330 5.244 -3.438 -0.127 0.244 -0.059
C -3.041 3.477 -1.270 -0.227 0.112 0.069
C 6.733 -0.469 -0.116 1.231 -1.708 -0.652
C -1.463 -1.334 3.041 0.245 0.034 -0.055
H -3.284 4.516 -1.492 -0.006 -0.079 -0.077
H 6.157 -0.870 0.777 0.494 0.747 -1.146
H -2.220 5.638 -2.946 -0.020 -0.099 -0.098
H -3.259 -3.485 1.171 0.004 -0.003 0.060
H 4.712 2.029 -0.477 -0.334 -1.698 0.003
H -0.827 -2.081 2.567 -0.104 0.079 -0.009
H -3.999 -4.709 3.391 -0.034 0.153 0.003
H 3.603 -0.744 -2.357 -0.358 0.342 0.829
H 6.172 -2.150 -1.523 1.214 0.284 0.849
H -6.175 -3.096 4.000 0.094 -0.016 -0.064
H -2.359 -4.552 3.907 -0.003 0.259 0.058
H 7.778 -2.443 -0.540 -0.873 0.764 -0.806
H 0.477 1.300 -4.388 -0.047 0.052 0.054
H -5.700 -3.652 2.382 -0.017 0.055 0.072
H 0.670 4.710 -2.901 -0.064 -0.150 0.017
H -1.639 4.488 -4.163 0.029 0.001 0.053
H -1.489 2.351 -0.323 0.091 0.004 -0.170
H -2.090 -0.872 2.276 -0.008 -0.045 0.035
H 7.698 0.040 0.227 -1.365 -0.594 -0.350
H -2.632 -1.107 4.816 -0.154 -0.101 -0.095
H -4.176 -1.677 2.165 -0.031 0.100 -0.107
H -0.887 6.071 -3.999 -0.004 -0.048 0.021
H 0.668 3.048 -4.406 0.024 -0.071 0.066
H 1.502 2.077 -3.176 -0.110 0.145 -0.119
H -0.694 1.343 -2.271 -0.170 0.152 0.167
H -0.218 5.433 -1.610 -0.110 -0.223 0.100
H -3.285 2.867 -2.142 0.042 0.036 0.029
H 4.700 0.710 0.782 0.023 -0.213 -1.377
H -3.705 3.164 -0.460 0.058 -0.006 -0.028
H -0.798 -0.557 3.429 -0.038 -0.041 -0.003
H -2.767 -5.152 1.449 -0.013 0.041 0.019
H -1.367 4.062 -0.060 0.109 0.049 -0.175
H -1.614 -3.858 1.716 -0.092 0.072 -0.074
H 7.672 -1.211 -1.968 -0.532 -0.962 1.280
H -6.558 -2.128 2.572 0.089 -0.012 0.030
H 1.960 0.735 -1.174 0.653 -0.489 0.136
H -4.705 -1.108 3.743 0.269 -0.033 0.034
H -1.536 2.350 -3.442 -0.100 -0.096 -0.056
H -1.608 -2.507 4.833 -0.126 -0.136 -0.106
```
Positions in Å, forces in eV/Å.

Results
* multiplicity: 1
* F_max: 6.9 eV Å⁻¹
* net charge: 0
* gap between HOMO and LUMO: 8.1 eV
* SMILES: CCOC[PH2](F)S(=O)(=O)C(F)(F)F.CCN(CC)CC.CCN(CC)CC

How is the electron density shared among the atoms? According to Löwdin, the charges in e are: 0.642, 0.831, 0.068, 0.070, -0.398, 0.064, -0.210, -0.384, -0.380, -0.195, -0.194, -0.094, -0.499, -0.276, -0.295, -0.248, -0.247, -0.276, -0.248, -0.079, -0.089, -0.252, -0.084, -0.087, -0.090, -0.243, -0.087, 0.055, 0.113, 0.054, 0.069, 0.126, 0.036, 0.100, 0.075, 0.063, 0.079, 0.115, 0.081, 0.078, 0.064, 0.101, 0.069, 0.106, 0.067, 0.128, 0.108, 0.096, 0.073, 0.070, 0.038, 0.110, 0.115, 0.067, 0.107, 0.071, 0.075, 0.073, 0.112, 0.045, 0.084, 0.072, 0.056, 0.117, 0.098, 0.113


Which value of F_max does entry 3 give? 6.9 eV Å⁻¹